Entry 1:
DFT (ωB97M-V/def2-TZVPD) results for a cluster of 2 separate species, C2H5NO3 in total at a distorted geometry.

Results
* E_LUMO (alpha / beta): -0.6891 / -0.6870 eV
* ΔE to the lowest compared entry with this formula, charge and spin: 58.5 kcal/mol
* Kohn-Sham gap (alpha / beta): 8.79 / 8.80 eV

```
! wB97M-V def2-TZVPD RIJCOSX def2/J DEFGRID3
* xyz 0 1
O 1.75468 0.82588 -0.06147
O -0.06560 -0.24760 1.94642
O -1.73695 0.59081 0.16037
N -0.58088 -0.35417 -1.56796
C 0.17669 -0.58012 0.71207
C -0.79039 -0.04168 -0.28142
H 1.99429 1.28745 0.74036
H -0.81862 0.39822 1.91855
H -1.15730 0.11055 -2.25276
H 0.87140 -1.38157 0.53220
H 0.35267 -0.60779 -1.84635
*
```

Charges computed using Löwdin, reported in e: atom 1 (O): -0.261, atom 2 (O): 0.106, atom 3 (O): 0.073, atom 4 (N): 0.195, atom 5 (C): -0.057, atom 6 (C): -0.529, atom 7 (H): -0.047, atom 8 (H): 0.144, atom 9 (H): 0.126, atom 10 (H): 0.138, atom 11 (H): 0.113



Entry 2:
DFT (ωB97M-V/def2-TZVPD) results for a structure of composition C23H52BLiMgN3NbO9 at a distorted geometry.

Results
* E_LUMO: -9.1523 eV
* Kohn-Sham gap: 1.14 eV

```
! wB97M-V def2-TZVPD RIJCOSX def2/J DEFGRID3
* xyz 2 1
Nb 1.24535 2.03032 -3.20259
Mg 9.03155 -5.24890 3.32907
O -4.46931 7.26231 -2.64332
O -3.94462 5.35150 -3.72536
O 2.79725 -3.39706 2.17302
O -4.27227 -0.70382 0.86005
O 4.47598 2.68835 -0.30020
O -3.06198 0.74351 -0.36901
O 5.81222 -5.54658 4.82494
O -4.00391 5.40799 -1.46666
O 2.54347 4.06299 -0.84048
N -5.50899 0.14916 -3.19323
N 1.33930 -0.03731 -3.56341
N 4.02034 -3.16644 5.03580
C -7.39792 -3.17884 -2.87497
C -4.12274 5.95263 -2.71334
C 3.40880 2.26718 -2.62842
C 5.19073 -5.09125 6.03394
C 2.07774 -3.37384 3.38719
C -6.23008 -3.02483 -1.90728
C 2.23609 -0.87192 -1.28264
C -0.90982 2.01939 -3.96271
C -3.43304 2.04571 -0.93279
C -4.01682 6.50548 -0.54325
C 2.78474 -2.60632 4.51776
C -4.60370 6.09654 0.78768
C 3.84549 -4.44845 5.72645
C -5.77268 -0.62356 -2.38341
C 6.99673 -4.85043 4.50974
C 3.62302 -1.46618 -0.75843
C -4.83992 7.51892 -1.28869
C -6.09434 -1.60582 -1.34768
C 2.31050 -0.87252 -2.83591
C -3.86188 0.41648 0.69780
C 3.73494 -4.46453 2.05904
C -1.97129 1.54564 -2.93222
C -2.11342 2.52349 -1.69908
B 3.44800 3.06906 -1.21214
Li 0.98814 -0.88309 3.74450
H 7.44027 -5.33276 3.63368
H 3.30648 -4.28257 6.66273
H 1.77989 2.38209 -4.93802
H 1.77568 -4.38096 3.68758
H 5.03791 3.44987 -0.07166
H 3.33813 -0.66461 -3.25024
H 2.08180 -2.46087 5.35177
H -2.97111 1.59675 -3.46338
H -7.01689 -1.31769 -0.83727
H -2.98364 6.84335 -0.41146
H 3.71495 -1.33400 0.34539
H 4.71919 -4.14628 2.40710
H -7.47483 -4.21366 -3.21243
H 3.77882 -2.51530 -1.10243
H 1.14365 -2.83672 3.16056
H 0.72361 1.69401 -1.45647
H -5.29903 -1.59005 -0.60061
H 3.27050 -5.15322 5.11574
H 7.71619 -4.89774 5.33953
H 3.95124 2.91529 -3.36156
H 4.66212 -3.29350 4.26241
H -4.59463 6.93131 1.49009
H 1.23170 -0.29639 -4.54825
H -0.94302 1.31882 -4.85035
H 5.83900 -4.41451 6.59749
H 4.46034 -0.86361 -1.20728
H -1.26767 2.41000 -0.97255
H 3.03837 -1.60082 4.13562
H 1.45332 -1.60730 -0.95994
H -1.82634 0.48533 -2.62031
H -4.29600 1.91744 -1.63024
H 5.01881 -5.97513 6.65214
H 3.82839 -4.71112 1.00150
H -3.68223 2.75895 -0.10136
H 4.00392 1.33770 -2.46910
H 2.90987 4.49217 -0.04295
H 6.78835 -3.80505 4.25476
H -8.34167 -2.90870 -2.39592
H 2.13156 0.12095 -0.79017
H -4.10512 1.21282 1.45956
H -5.63162 5.74578 0.67291
H -6.37333 -3.71440 -1.07137
H 3.41232 -5.35957 2.59480
H -7.27017 -2.55122 -3.75959
H -5.91690 7.35778 -1.18914
H -4.60409 8.54445 -1.00770
H -2.18890 3.58622 -2.02054
H -1.13660 3.04028 -4.37575
H -4.03446 5.27027 1.21920
H 2.11697 -1.94220 -3.14509
H 0.98446 3.79435 -2.87191
H -5.30431 -3.32006 -2.40867
*
```

Charges computed using Löwdin, reported in e: atom 1 (Nb): 1.405, atom 2 (Mg): 0.708, atom 3 (O): 0.080, atom 4 (O): 0.163, atom 5 (O): -0.180, atom 6 (O): 0.062, atom 7 (O): 0.104, atom 8 (O): -0.069, atom 9 (O): -0.186, atom 10 (O): 0.053, atom 11 (O): 0.085, atom 12 (N): 0.156, atom 13 (N): -0.194, atom 14 (N): -0.034, atom 15 (C): -0.107, atom 16 (C): -0.548, atom 17 (C): -0.155, atom 18 (C): -0.173, atom 19 (C): -0.238, atom 20 (C): -0.259, atom 21 (C): -0.253, atom 22 (C): -0.226, atom 23 (C): -0.155, atom 24 (C): -0.338, atom 25 (C): -0.245, atom 26 (C): -0.022, atom 27 (C): -0.181, atom 28 (C): -0.214, atom 29 (C): -0.257, atom 30 (C): -0.111, atom 31 (C): -0.094, atom 32 (C): -0.189, atom 33 (C): -0.344, atom 34 (C): -0.319, atom 35 (C): -0.062, atom 36 (C): -0.261, atom 37 (C): -0.168, atom 38 (B): -0.712, atom 39 (Li): 0.885, atom 40 (H): -0.164, atom 41 (H): 0.134, atom 42 (H): -0.040, atom 43 (H): 0.130, atom 44 (H): 0.115, atom 45 (H): 0.112, atom 46 (H): 0.123, atom 47 (H): 0.136, atom 48 (H): 0.130, atom 49 (H): 0.161, atom 50 (H): 0.060, atom 51 (H): 0.075, atom 52 (H): 0.075, atom 53 (H): 0.080, atom 54 (H): 0.088, atom 55 (H): -0.026, atom 56 (H): 0.075, atom 57 (H): 0.113, atom 58 (H): 0.067, atom 59 (H): 0.068, atom 60 (H): 0.079, atom 61 (H): 0.095, atom 62 (H): 0.065, atom 63 (H): 0.092, atom 64 (H): 0.134, atom 65 (H): 0.073, atom 66 (H): 0.075, atom 67 (H): 0.106, atom 68 (H): 0.111, atom 69 (H): 0.114, atom 70 (H): 0.113, atom 71 (H): 0.136, atom 72 (H): 0.099, atom 73 (H): 0.114, atom 74 (H): 0.049, atom 75 (H): 0.117, atom 76 (H): 0.089, atom 77 (H): 0.079, atom 78 (H): 0.056, atom 79 (H): 0.159, atom 80 (H): 0.094, atom 81 (H): 0.110, atom 82 (H): 0.101, atom 83 (H): 0.074, atom 84 (H): 0.146, atom 85 (H): 0.146, atom 86 (H): 0.106, atom 87 (H): 0.082, atom 88 (H): 0.076, atom 89 (H): 0.128, atom 90 (H): -0.046, atom 91 (H): 0.111